[1]
The following is a DFT calculation (ωB97M-V with the def2-TZVPD basis set) of a 2-piece molecular cluster, C9H14 overall at a distorted geometry.

Positions of all 23 atoms, in Å:
1 H -0.09 -0.15 -2.98
2 H -1.40 -1.25 -3.33
3 H -2.38 -2.33 -1.58
4 C -1.13 -0.31 -2.84
5 H -1.63 0.48 -3.40
6 H 4.45 1.24 1.62
7 H 2.48 -0.40 1.95
8 C -1.35 0.42 0.89
9 C -1.48 -0.40 -1.38
10 H -0.64 1.47 -0.88
11 C -2.03 -0.69 1.34
12 H -1.03 1.25 1.51
13 H -2.96 -2.55 0.83
14 C -2.13 -1.54 -0.89
15 C -1.08 0.57 -0.47
16 C 2.57 0.34 1.15
17 H 2.94 -0.12 0.24
18 C 3.41 1.55 1.49
19 H -2.26 -0.78 2.40
20 H 1.55 0.58 0.83
21 H 3.13 2.08 2.39
22 C -2.41 -1.70 0.46
23 H 3.47 2.24 0.65

**DFT total energy**: -9559.929 eV
**Gap between HOMO and LUMO**: 10.07 eV
**Spin multiplicity**: 1
**SMILES**: Cc1ccccc1.CC
**ΔE to the lowest compared entry with this formula, charge and spin**: 24.3 kJ/mol

=====

[2]
The following is a DFT calculation (ωB97M-V with the def2-TZVPD basis set) of a 14-piece molecular cluster, C15H58N10O14 overall at a distorted geometry.

Positions of all 97 atoms, in Å:
1 H 2.33 -7.88 0.01
2 C -3.15 -13.66 -1.26
3 H -2.75 -13.59 -0.25
4 H -1.33 -9.07 1.15
5 H 1.32 -14.19 0.78
6 H -7.32 -12.32 1.79
7 H 0.66 -9.80 -3.06
8 H -6.52 -13.87 2.12
9 C -0.74 -8.87 4.96
10 H 1.00 -14.46 -0.88
11 H -3.15 -12.67 -1.71
12 H 2.57 -10.64 1.42
13 H 1.82 -12.75 3.71
14 H -1.30 -8.81 -1.36
15 H -0.24 -9.31 4.10
16 N -0.59 -18.40 1.91
17 H -2.17 -7.09 -0.30
18 N 1.34 -8.08 0.04
19 H -2.48 -14.32 -1.81
20 O -7.03 -10.31 4.17
21 C 0.64 -7.45 0.98
22 H -0.65 -19.15 1.24
23 C 4.32 -11.02 2.23
24 N -0.73 -16.33 2.39
25 H -2.22 -14.00 4.89
26 H 6.11 -10.85 3.15
27 H 0.95 -8.21 -0.88
28 H 2.37 -7.35 1.68
29 C 0.95 -12.54 -0.38
30 O -2.31 -17.15 1.01
31 H 0.20 -18.41 2.55
32 C 1.47 -13.64 3.19
33 H 0.12 -16.45 2.93
34 H 3.04 -13.32 2.20
35 N 0.95 -13.83 -0.09
36 O -4.50 -14.04 -1.11
37 H -6.39 -9.67 2.29
38 H 1.43 -14.49 3.87
39 H -6.53 -10.83 4.80
40 H -4.86 -7.99 -0.18
41 C -1.31 -17.32 1.74
42 H -4.28 -11.70 4.60
43 N -1.55 -12.04 1.92
44 H 0.80 -11.49 -2.04
45 O 0.41 -9.45 -2.20
46 H -3.55 -8.96 -0.77
47 H -4.59 -10.39 6.70
48 H -5.09 -10.28 3.27
49 C -1.94 -10.82 1.81
50 H 3.59 -9.23 1.82
51 H -3.14 -11.67 5.92
52 H -1.45 -9.68 -2.89
53 H -0.94 -7.96 -2.82
54 C -6.63 -13.07 1.40
55 H -2.95 -15.74 4.18
56 H -3.55 -8.23 0.86
57 N 5.35 -10.37 2.69
58 H -0.28 -10.41 0.77
59 H -2.45 -9.05 4.04
60 H 0.46 -13.61 2.79
61 H -5.45 -7.66 3.02
62 H -4.32 -12.97 5.96
63 N 1.43 -7.02 1.85
64 N 3.38 -10.22 1.84
65 C -3.77 -8.07 -0.19
66 H -5.19 -8.15 4.65
67 C -3.33 -14.81 3.75
68 H -4.14 -14.41 4.36
69 H -0.15 -8.08 5.43
70 O -3.04 -7.01 -0.69
71 N 0.66 -12.42 -1.66
72 H -2.13 -12.71 2.39
73 H 5.30 -9.36 2.67
74 O -1.98 -8.32 4.46
75 C -6.02 -9.70 3.31
76 H 0.61 -13.25 -2.24
77 O -5.42 -12.47 1.02
78 H -7.03 -13.60 0.53
79 O -2.37 -13.91 3.94
80 H -3.56 -14.96 2.70
81 O 4.35 -12.25 2.15
82 C -5.89 -8.25 3.82
83 C -4.17 -11.93 5.65
84 H -0.81 -9.64 5.73
85 H -5.09 -11.92 1.73
86 O 1.11 -11.65 0.44
87 H -0.69 -12.36 1.50
88 H -1.21 -15.45 2.29
89 H 1.17 -6.34 2.55
90 H -6.83 -7.83 4.18
91 N -1.18 -10.07 1.05
92 O -2.93 -10.40 2.34
93 C -0.86 -8.94 -2.35
94 H -4.84 -13.67 -0.30
95 O -5.09 -11.10 6.30
96 O -0.55 -7.30 0.89
97 O 2.46 -14.09 2.23

**DFT total energy**: -60061.095 eV
**Gap between HOMO and LUMO (spin up / spin down)**: 2.11 / 8.89 eV
**Net charge**: -1
**Spin multiplicity**: 2